[1]
Formula: C4H8N4O2S
Source: OMol25
Level of theory: ωB97M-V with the def2-TZVPD basis set

XYZ file:
```
19
Properties=species:S:1:pos:R:3:forces:R:3:lowdin_charge:R:1
C -0.6898 1.8679 0.3574 -0.43 -1.98 2.09 -0.001
C -0.7419 0.8003 -0.4246 0.92 0.31 -2.55 -0.274
S -1.2950 -0.8828 -0.1511 -1.77 1.93 -2.77 0.538
N -2.9307 -0.6498 -0.4993 0.90 -3.80 -0.40 -0.076
O -1.1266 -1.2268 1.1931 0.01 -0.85 2.44 -0.299
O -0.7807 -1.7325 -1.1937 -0.12 0.10 0.41 -0.326
H -0.1903 2.7775 0.1167 -0.02 0.49 -0.53 0.064
H -0.9777 1.7315 1.4252 0.09 0.34 -0.84 0.091
H -0.3454 0.8758 -1.4838 -0.55 -0.19 1.27 0.114
H -3.2688 -1.3968 -1.1872 0.55 1.98 1.22 0.114
H -3.1591 0.2899 -0.6169 -0.68 1.48 -0.55 0.024
C 2.4313 0.7499 -0.1347 0.53 2.23 1.35 -0.282
N 2.3433 -0.3485 -0.8249 0.08 -2.54 -2.39 0.054
C 1.7745 -1.2459 -0.0622 -1.11 -0.68 2.29 -0.183
N 1.4853 -0.6113 1.1352 1.08 -0.38 -0.07 -0.027
N 1.9393 0.6489 1.1115 0.50 0.50 -0.81 0.040
H 2.9160 1.6440 -0.6202 -0.78 -0.88 1.20 0.125
H 1.4573 -2.3327 -0.1857 0.78 1.92 -0.30 0.147
H 1.1589 -0.9587 2.0452 0.01 0.02 -1.08 0.156
```
Forces are in eV/Å.

## Properties
gap between HOMO and LUMO: 10.1 eV
energy above the lowest of the compared OMol25 structures with the same formula, charge and spin: 0.9186 eV
SMILES: C=CS(N)(=O)=O.c1nc[nH]n1

***

[2]
Formula: C8H12Br2N3
Source: OMol25
Level of theory: ωB97M-V with the def2-TZVPD basis set

XYZ file:
```
25
Properties=species:S:1:pos:R:3:forces:R:3:lowdin_charge:R:1
Br -5.9714 -1.6857 -0.2523 -0.36 -0.12 0.01 0.861
Br -2.1297 3.5354 -1.0560 0.01 0.07 -0.01 0.828
C -4.4563 0.5488 0.6318 -0.10 0.01 0.29 -0.113
C -4.4652 0.1860 -1.7684 -0.17 -0.10 -0.29 -0.119
C -3.6359 1.6637 0.4602 -0.01 0.11 0.21 -0.108
C -3.6449 1.3009 -1.9400 -0.01 0.11 -0.25 -0.118
C -4.8642 -0.1808 -0.4839 0.08 0.55 -0.07 -0.725
C -3.2370 2.0305 -0.8243 -0.30 -0.07 0.04 -0.719
H -4.7788 0.2475 1.6371 0.16 0.17 -0.52 0.125
H -4.7947 -0.3988 -2.6373 0.16 0.31 0.44 0.126
H -3.3064 2.2485 1.3291 -0.18 -0.31 -0.46 0.124
H -3.3224 1.6022 -2.9454 -0.18 -0.16 0.52 0.126
C -1.6452 -1.9871 -0.1470 -0.10 0.20 -0.05 -0.432
N -0.4780 -2.6066 0.0412 0.51 -0.28 0.09 0.205
N -1.6645 -0.7036 -0.4885 -0.15 -0.13 0.03 0.049
N -2.7890 -2.6637 0.0099 0.16 -0.21 0.06 0.196
C -0.4663 0.1073 -0.6801 0.27 0.15 -0.06 -0.036
H 0.3982 -2.0921 -0.0780 -0.63 -0.58 0.14 0.123
H -0.4591 -3.5950 0.3043 0.18 0.81 -0.21 0.143
H -2.5763 -0.2601 -0.6248 0.68 -0.38 0.07 0.074
H -3.6854 -2.1922 -0.1334 0.48 -0.57 0.15 -0.003
H -2.7672 -3.6520 0.2731 -0.20 0.80 -0.22 0.142
H -0.7795 1.1278 -0.9576 0.24 -0.60 0.16 0.042
H 0.1676 -0.2978 -1.4866 -0.28 0.16 0.20 0.105
H 0.1329 0.1623 0.2444 -0.27 0.05 -0.26 0.106
```
Forces are in eV/Å.

## Properties
net charge: +1
gap between HOMO and LUMO: 9.8 eV
energy above the lowest of the compared OMol25 structures with the same formula, charge and spin: 0.0000 eV

***

no.,maximum force (eV/A)
1,3.928
2,0.865